(1)
7 unconnected molecules or ions with the total composition C45H49BBrF6O2 at a distorted geometry. Source: the OMol25 dataset; level of theory: wB97M-V/def2-TZVPD.

XYZ file:
```
104
Properties=species:S:1:pos:R:3:forces:R:3:mulliken_charge:R:1
C 2.27761 -0.32247 -2.22567 0.1 0.0 0.2 -0.92
C 2.94172 -1.65126 -2.59452 0.3 0.5 0.1 0.46
C 2.99629 -1.93787 -4.11823 -0.5 -1.1 0.8 1.76
C 2.32718 -3.32064 -4.28888 0.2 0.2 0.1 -2.73
O 2.16442 -1.08804 -4.84883 0.2 0.3 -0.3 -0.93
B 3.04692 -0.14730 -5.59732 0.7 -0.1 0.5 1.07
O 4.21068 -1.05104 -5.88694 0.2 -0.5 0.2 -0.85
C 4.43078 -1.86254 -4.80126 -1.4 0.9 -2.4 1.08
Br 5.78588 -0.79909 -3.70901 0.4 -0.1 0.4 -0.29
C 5.00553 -3.14044 -5.41479 1.5 -0.3 1.0 -1.39
C 5.98286 -4.02217 -4.60087 -0.5 -0.2 0.3 0.78
C 7.43801 -3.67752 -4.83418 0.3 0.1 -0.2 -1.63
C 5.65024 -4.11911 -3.10151 0.2 -0.3 -0.4 -1.31
H 2.77079 0.16281 -1.38782 0.2 0.0 0.2 0.39
H 1.25888 -0.51234 -1.90458 -0.3 0.1 -0.1 -0.24
H 2.26545 0.38884 -3.03996 0.0 0.0 -0.2 0.21
H 2.35702 -2.43345 -2.12468 -0.1 -0.3 0.1 0.52
H 3.92712 -1.70624 -2.13659 -0.1 0.0 -0.3 -0.79
H 2.75786 -4.08389 -3.64523 0.2 -0.2 -0.1 0.43
H 2.28884 -3.63031 -5.32726 0.1 -0.1 -0.1 0.58
H 1.30653 -3.18787 -3.95513 -0.3 0.0 0.1 0.44
H 3.45839 0.68805 -4.78634 -0.2 0.4 -0.4 -0.33
H 2.62848 0.25875 -6.66195 -0.4 0.1 0.1 -0.32
H 4.20428 -3.77525 -5.76473 -0.3 0.2 0.0 0.15
H 5.54032 -2.80484 -6.29331 0.1 0.1 -0.3 0.47
H 5.85813 -5.03486 -4.98243 -0.1 -0.2 -0.2 0.34
H 7.71596 -3.89387 -5.86261 0.1 0.0 -0.2 0.42
H 7.65578 -2.63234 -4.64779 -0.1 0.2 0.1 0.24
H 8.09373 -4.26360 -4.19459 0.1 -0.2 0.2 0.45
H 6.32065 -3.51489 -2.50393 -0.1 0.3 0.1 0.32
H 5.75970 -5.15150 -2.78003 0.1 -0.2 0.2 0.52
H 4.62309 -3.84038 -2.92241 -0.1 0.2 0.3 0.02
F -0.88784 -2.32418 -2.67848 0.0 -0.1 0.0 -0.35
C -1.38409 -1.26275 -3.35859 -0.1 0.3 -0.1 0.50
C -0.72213 -0.80946 -4.47830 0.1 -0.4 -0.2 -0.14
C -1.23527 0.29534 -5.14098 -0.2 0.1 0.1 -0.47
C -2.38519 0.92471 -4.67185 0.0 0.0 0.0 -0.58
C -3.02617 0.44982 -3.53358 0.1 0.0 -0.1 -0.43
C -2.52394 -0.66079 -2.87055 0.0 -0.1 0.1 -0.42
H 0.18947 -1.30275 -4.80788 -0.1 0.2 0.0 0.29
H -0.72698 0.67027 -6.01926 0.1 0.0 0.0 0.43
H -2.77621 1.79154 -5.18986 0.0 0.0 0.0 0.37
H -3.91453 0.94283 -3.15897 0.0 0.0 0.0 0.45
H -3.00230 -1.05771 -1.99027 0.0 0.0 0.0 0.47
F -4.08231 -0.11033 -0.33533 -0.2 0.0 0.1 -0.42
C -3.45978 0.58989 0.63681 0.2 0.1 0.1 0.40
C -2.51395 1.52807 0.27676 0.0 0.1 -0.2 -0.11
C -1.86726 2.23834 1.27715 -0.1 -0.1 0.1 -0.73
C -2.16580 1.99821 2.61216 0.0 0.0 0.0 -0.41
C -3.11635 1.04396 2.94740 0.1 0.1 -0.2 -0.12
C -3.77512 0.33354 1.95479 -0.1 -0.2 0.0 -0.70
H -2.28769 1.68923 -0.76965 0.0 0.0 0.0 0.50
H -1.12580 2.97979 1.01259 0.0 0.0 0.0 0.37
H -1.65563 2.55059 3.38726 0.0 0.0 0.0 0.49
H -3.34555 0.84800 3.98365 0.0 0.0 0.0 0.24
H -4.52171 -0.41213 2.19450 0.0 0.0 0.0 0.50
F 5.34178 -2.21901 -0.55058 0.1 -0.2 0.2 -0.19
C 5.79953 -1.38379 0.39061 0.1 0.2 0.1 0.38
C 6.70686 -0.40641 0.03246 0.1 0.1 -0.2 -0.22
C 7.17454 0.45900 1.00989 -0.1 -0.1 0.1 -0.52
C 6.73965 0.33500 2.32335 0.0 0.0 0.0 -0.51
C 5.82885 -0.65653 2.66028 0.1 0.0 -0.1 -0.46
C 5.34885 -1.52284 1.68888 -0.1 -0.1 0.1 -0.42
H 7.03052 -0.33156 -0.99691 -0.1 0.0 0.0 0.35
H 7.87962 1.23515 0.74374 0.0 0.0 0.0 0.36
H 7.10889 1.01258 3.08235 0.0 0.0 0.0 0.37
H 5.48872 -0.75619 3.68266 0.0 0.0 0.0 0.35
H 4.63131 -2.29671 1.92707 0.0 0.0 0.0 0.44
F -1.45180 3.23240 5.62548 0.0 0.0 0.1 -0.33
C -2.62996 3.58585 6.17430 -0.2 0.1 0.1 0.23
C -3.62601 2.63774 6.29262 0.0 -0.2 0.0 -0.18
C -4.83692 3.00196 6.85888 0.0 0.2 0.1 -0.36
C -5.03835 4.30702 7.28834 -0.1 0.0 0.1 -0.70
C -4.02481 5.24674 7.15813 0.0 -0.1 0.0 -0.28
C -2.80619 4.88661 6.60112 0.1 0.1 0.0 -0.48
H -3.45330 1.62973 5.94599 0.1 0.0 0.0 0.49
H -5.62531 2.26912 6.95946 0.0 0.0 0.0 0.39
H -5.98787 4.59144 7.72281 0.0 0.0 0.0 0.41
H -4.18291 6.26465 7.48827 0.0 0.0 0.0 0.38
H -2.00083 5.60086 6.49452 0.0 0.0 0.0 0.43
F -7.01115 1.92492 4.56889 0.0 0.0 0.0 -0.29
C -7.71911 2.95165 4.05598 -0.1 0.2 -0.1 0.30
C -7.30659 4.24444 4.30918 0.2 0.0 0.1 -0.05
C -8.03625 5.29592 3.77536 -0.1 -0.1 -0.1 -0.45
C -9.16559 5.04421 3.00819 0.0 0.1 0.0 -0.52
C -9.56380 3.73618 2.76990 0.1 0.1 0.0 -0.35
C -8.83577 2.67749 3.29276 -0.1 -0.2 0.0 -0.51
H -6.42673 4.41952 4.91356 0.0 0.0 0.0 0.35
H -7.72081 6.31418 3.95860 0.0 0.0 0.0 0.37
H -9.73337 5.86711 2.59501 0.0 0.0 0.0 0.36
H -10.44415 3.53755 2.17384 0.0 0.0 0.0 0.36
H -9.12427 1.65072 3.11173 0.0 0.0 0.0 0.42
F 1.28883 -0.17768 1.64575 0.0 0.0 0.0 -0.39
C 0.34988 -1.14082 1.67517 -0.2 -0.1 0.0 0.11
C -0.36931 -1.41762 0.52985 0.0 0.1 -0.2 0.39
C -1.33470 -2.41278 0.57028 0.0 0.0 0.1 -0.37
C -1.57443 -3.10929 1.74755 0.0 0.0 0.0 -0.67
C -0.84107 -2.81284 2.88843 0.0 0.0 -0.1 -0.32
C 0.13233 -1.82441 2.85580 0.1 0.0 0.2 -0.53
H -0.17765 -0.86168 -0.37757 0.0 0.0 0.0 0.13
H -1.89986 -2.64046 -0.32289 0.0 0.0 0.0 0.40
H -2.33106 -3.88260 1.77439 0.0 0.0 0.0 0.40
H -1.02644 -3.35188 3.80839 0.0 0.0 0.0 0.38
H 0.71923 -1.58198 3.73199 0.0 0.0 0.0 0.49
```
Forces are in eV/Å.

Values from the calculation:
Kohn-Sham gap	6.44	eV
lowest unoccupied orbital energy	0.0675	Ha
HOMO energy	-4.599	eV
charge	-1

(2)
2 unconnected molecules or ions with the total composition C5H11NO2 at a distorted geometry. Source: the OMol25 dataset; level of theory: wB97M-V/def2-TZVPD.

XYZ file:
```
19
Properties=species:S:1:pos:R:3:forces:R:3:mulliken_charge:R:1
H -2.06132 -2.72183 0.39195 0.1 0.1 -0.3 0.27
N -1.97279 -1.73336 0.61507 -0.1 0.0 0.5 -0.54
C -1.85510 -0.96581 -0.37559 0.0 -0.3 -0.7 -0.27
C -1.85192 0.52306 -0.18045 0.0 0.4 0.4 0.83
C -1.46008 0.99105 1.19024 -0.2 0.3 -0.2 -0.99
O -2.22577 1.24774 -1.06980 -0.1 -0.1 0.0 -0.58
H -1.80442 -1.27507 -1.42600 -0.1 0.0 0.1 0.41
H -2.12700 0.52001 1.90368 -0.1 0.0 0.2 0.36
H -0.45300 0.66460 1.41644 0.2 -0.1 0.1 0.18
H -1.52644 2.07446 1.25161 0.0 0.0 0.0 0.30
C 2.67664 0.24300 0.08949 -0.9 0.5 0.5 -1.06
C 1.53472 -0.46585 -0.60842 -0.1 0.8 -0.5 -0.24
O 0.54564 0.52052 -1.00457 0.5 -0.8 0.0 -0.45
H 3.31643 -0.45528 0.62647 0.1 0.1 0.1 0.33
H 2.15120 0.94748 0.77611 0.8 -0.4 -0.1 0.27
H 3.25669 0.83756 -0.61854 0.1 -0.1 0.0 0.33
H 1.89826 -1.00877 -1.48912 -0.2 -0.1 0.1 0.32
H 1.00178 -1.13762 0.06698 0.1 0.0 -0.1 0.29
H 0.95650 1.19409 -1.55554 0.0 -0.1 0.0 0.24
```
Forces are in eV/Å.

Values from the calculation:
Kohn-Sham gap	10.04	eV
SMILES	[H]/N=C/C(C)=O.CCO
lowest unoccupied orbital energy	0.0258	Ha
energy relative to the best compared isomer or geometry (same formula, charge and spin)	43.7	kcal/mol
HOMO energy	-9.340	eV

(3)
A molecular structure, C22H15AsHgO4 at a distorted geometry. Source: the OMol25 dataset; level of theory: wB97M-V/def2-TZVPD.

XYZ file:
```
43
Properties=species:S:1:pos:R:3:forces:R:3:mulliken_charge:R:1
Hg 0.07264 -0.24630 0.19567 -0.1 0.5 -0.2 1.02
O -0.76147 4.23308 0.03522 0.4 -1.9 -0.7 -0.12
C -0.55137 3.18044 -0.33667 -0.4 1.7 0.8 0.10
C 2.66921 -0.96547 -0.29894 2.6 -1.0 1.1 0.08
O 3.69596 -1.30524 0.06454 -2.7 0.9 -1.1 -0.06
C -2.12044 -1.79442 -0.43833 -2.4 -2.0 1.1 0.07
O -2.99042 -2.47430 -0.13900 2.5 2.0 -1.0 -0.05
C 0.01377 0.06053 -2.52160 0.0 -0.4 -2.7 0.14
O -0.00743 -0.00488 -3.66047 0.1 0.3 3.3 -0.05
C -0.76162 3.95548 5.21657 0.2 -0.1 -0.1 -0.49
C 0.18751 3.94346 4.18381 0.0 -0.4 0.0 -0.87
C 0.38774 2.77414 3.43778 -0.1 0.2 0.1 -0.19
C -0.33080 1.61904 3.76694 -0.1 0.6 -0.9 0.80
C -1.27727 1.62912 4.79896 -0.1 -0.1 -0.1 -0.06
C -1.50024 2.80986 5.51835 0.4 -0.2 -0.1 -0.73
As 0.02877 -0.04008 2.75210 -0.4 0.8 2.1 0.15
C 1.87082 -0.35880 3.40485 -0.1 -0.8 -0.9 1.02
C 2.88641 0.39968 2.80341 -0.1 0.1 0.1 -0.54
C 4.20745 0.23502 3.23878 -0.3 0.0 0.2 -0.89
C 4.50267 -0.74549 4.19933 -0.3 0.1 -0.1 -0.51
C 3.48712 -1.55729 4.72174 -0.1 0.2 0.0 -0.67
C 2.15656 -1.36717 4.32773 0.0 0.2 -0.1 -0.21
C -1.58878 -1.03846 3.29336 0.6 -0.9 -1.1 0.46
C -1.50288 -2.31429 3.85822 -0.2 0.3 0.0 -0.30
C -2.68857 -3.01704 4.10923 0.0 0.1 0.1 -0.68
C -3.92598 -2.47465 3.73803 0.2 0.2 0.0 -0.51
C -3.99024 -1.23730 3.07741 0.3 0.0 0.2 -0.73
C -2.81100 -0.52372 2.82911 0.0 0.1 0.0 -0.17
H -0.90472 4.86454 5.80361 0.0 -0.3 -0.2 0.41
H 0.79183 4.83150 3.99015 -0.3 -0.3 -0.1 0.42
H 1.10169 2.74573 2.60753 -0.2 0.2 0.4 0.28
H -1.82617 0.72138 5.04657 0.1 0.3 0.0 0.43
H -2.22834 2.81340 6.33214 0.3 0.0 -0.3 0.41
H 2.63753 1.13037 2.01846 0.3 -0.3 0.4 0.54
H 4.99779 0.89180 2.85646 -0.4 -0.4 0.1 0.41
H 5.52927 -0.85829 4.55320 -0.3 0.0 -0.2 0.42
H 3.71741 -2.32070 5.46698 0.0 0.2 -0.3 0.42
H 1.33796 -1.95720 4.73928 0.4 0.0 0.1 0.25
H -0.51929 -2.72373 4.09235 -0.5 -0.1 0.1 0.25
H -2.64050 -3.98197 4.61920 0.0 0.3 -0.2 0.42
H -4.85018 -3.00930 3.97492 0.4 0.2 -0.2 0.43
H -4.95916 -0.81537 2.78835 0.5 -0.2 0.0 0.43
H -2.83416 0.43198 2.28548 -0.1 -0.3 0.4 0.49
```
Forces are in eV/Å.

Values from the calculation:
Kohn-Sham gap	6.45	eV
lowest unoccupied orbital energy	-0.3182	Ha
HOMO energy	-15.104	eV
charge	+2

(4)
A single C6H18N2Si molecule at a distorted geometry. Source: the OMol25 dataset; level of theory: wB97M-V/def2-TZVPD.

XYZ file:
```
27
Properties=species:S:1:pos:R:3:forces:R:3:mulliken_charge:R:1
C 0.88403 0.98528 2.86377 -0.2 -1.7 -1.1 -1.28
N 0.45263 1.06906 1.47747 -0.5 -0.4 1.4 -0.18
Si 0.39627 -0.37309 0.54370 -0.8 0.0 -1.6 0.42
C -0.56879 -1.93470 1.13558 0.3 0.0 2.4 -1.10
N 2.05000 -0.71604 0.25881 -0.7 -0.7 0.0 -0.45
C -0.49894 0.08703 -1.11284 0.7 2.1 -0.8 1.49
C -1.91515 0.59934 -0.77912 0.1 -3.7 -3.1 -1.82
C 0.14332 1.35278 -1.77389 3.9 1.3 0.4 -1.36
C -0.44272 -0.95429 -2.26332 -0.2 -2.9 4.1 -1.84
H 1.72107 0.36841 3.00554 1.7 -1.3 -0.5 0.38
H 1.29653 1.86899 3.14179 0.6 3.0 1.2 0.48
H 0.27697 0.52945 3.60986 -1.6 0.3 0.5 0.33
H 0.17658 2.01676 1.28315 -0.3 -0.4 -0.6 0.24
H -0.25194 -2.41595 2.13797 0.1 1.1 -1.3 0.33
H -1.64369 -1.68550 1.39388 0.9 -0.6 -1.1 0.29
H -0.34182 -2.76305 0.43434 -0.8 0.6 0.0 0.30
H 2.36318 -1.07679 -0.62094 0.4 -0.1 0.0 0.19
H 2.68798 -0.17571 0.79364 0.8 0.3 -0.1 0.18
H -2.39749 -0.33689 -0.48220 -1.0 0.3 -0.3 0.44
H -1.98224 1.21077 0.02612 0.1 2.2 2.2 0.42
H -2.32770 1.03946 -1.72136 -0.2 -0.4 1.0 0.40
H 1.30661 1.09745 -1.91997 -2.3 0.6 -0.1 0.27
H 0.24699 2.27850 -1.06797 -0.6 -1.6 -1.0 0.26
H -0.22536 1.77886 -2.78751 0.1 -1.2 1.6 0.33
H 0.53170 -1.08450 -2.65564 0.9 0.2 -0.6 0.42
H -0.78348 -2.03441 -1.97722 0.6 1.7 0.1 0.30
H -1.15456 -0.73123 -2.94364 -1.9 1.2 -2.8 0.54
```
Forces are in eV/Å.

Values from the calculation:
Kohn-Sham gap	9.54	eV
SMILES	CN[Si@](C)(N)C(C)(C)C
lowest unoccupied orbital energy	0.0280	Ha
energy relative to the best compared isomer or geometry (same formula, charge and spin)	28.2	kcal/mol
HOMO energy	-8.778	eV

For reference, energy by record: -5092.76443 -402.30845 -3536.82820 -638.40585 a.u..